Entry 1:
The following is a quantum chemistry calculation of a structure of composition CH6P4 at a distorted geometry, from OMol25.

Each line ends with the Mulliken charge.
Geometry (Å):
C (-1.518, 0.542, -1.079)  -1.054
P (1.474, -0.056, -1.053)  -0.008
P (2.138, -1.287, 0.642)  -0.079
P (0.317, -1.798, -0.461)  -0.041
P (-0.226, 0.231, 0.225)  0.161
H (-1.099, 0.693, -2.028)  0.377
H (-2.192, 1.432, -0.813)  0.288
H (-2.282, -0.330, -1.216)  0.298
H (0.557, 1.426, 2.741)  -0.183
H (2.688, -2.142, -0.336)  0.058
H (0.145, 1.289, 3.377)  0.184

Computed properties:
* <S²>: 2.0103
* total charge: 0
* E: -1406.90955 Ha
* energy relative to the best compared isomer or geometry (same formula, charge and spin): 20.9 kJ/mol
* strongest force on any atom: 0.0769 hartree/bohr
* multiplicity: 3

---

Entry 2:
The following is a quantum chemistry calculation of a structure of composition C28H21AuN3O3PS2, from OMol25.

Each line ends with the Mulliken charge.
Geometry (Å):
Au (-1.337, 0.349, -0.173)  0.840
O (-1.842, -4.247, -0.870)  -0.782
S (-1.349, -2.894, -0.802)  1.320
O (-0.598, -2.551, 0.402)  -0.636
O (-2.340, -1.871, -1.157)  -0.785
C (-0.150, -2.754, -2.131)  -0.080
C (-0.070, -3.804, -3.031)  -0.524
C (0.838, -3.770, -4.082)  -0.582
C (1.679, -2.681, -4.231)  -0.896
C (1.593, -1.623, -3.337)  -0.427
C (0.680, -1.638, -2.285)  0.407
P (0.647, -0.220, -1.137)  0.907
C (1.987, -0.567, 0.036)  0.167
C (1.715, -0.557, 1.397)  0.151
C (2.724, -0.815, 2.314)  -0.719
C (4.008, -1.088, 1.870)  -0.472
C (4.286, -1.106, 0.508)  -0.737
C (3.278, -0.846, -0.406)  0.017
C (1.254, 1.180, -2.137)  0.388
C (2.223, 2.047, -1.648)  -0.560
C (2.569, 3.188, -2.362)  -0.707
C (1.948, 3.473, -3.567)  -0.432
C (0.972, 2.612, -4.057)  -0.687
C (0.624, 1.477, -3.345)  -0.508
H (-0.725, -4.651, -2.881)  0.558
H (0.890, -4.598, -4.777)  0.393
H (2.399, -2.646, -5.038)  0.409
H (2.243, -0.768, -3.477)  0.342
H (0.704, -0.363, 1.731)  -0.043
H (2.501, -0.810, 3.373)  0.433
H (4.796, -1.294, 2.584)  0.379
H (5.286, -1.328, 0.158)  0.411
H (3.500, -0.868, -1.466)  0.288
H (2.719, 1.835, -0.709)  0.365
H (3.329, 3.853, -1.971)  0.415
H (2.221, 4.359, -4.125)  0.397
H (0.481, 2.825, -4.999)  0.404
H (-0.142, 0.815, -3.733)  0.518
N (-3.083, 1.858, 3.525)  -0.048
C (-2.544, 0.745, 4.161)  0.335
C (-2.456, 0.371, 5.498)  -1.095
C (-1.847, -0.842, 5.752)  -0.421
C (-1.349, -1.659, 4.720)  -0.846
C (-1.439, -1.285, 3.395)  -0.346
C (-2.041, -0.055, 3.135)  0.323
N (-2.273, 0.565, 1.920)  -0.257
C (-2.889, 1.680, 2.190)  0.124
C (-3.305, 2.580, 1.117)  0.055
C (-3.966, 3.764, 1.184)  -0.206
S (-4.216, 4.368, -0.392)  -0.130
C (-3.413, 3.006, -1.036)  -0.262
N (-2.992, 2.156, -0.153)  0.031
H (-3.554, 2.629, 3.964)  0.222
H (-2.844, 0.988, 6.297)  0.390
H (-1.757, -1.179, 6.777)  0.382
H (-0.895, -2.607, 4.974)  0.457
H (-1.081, -1.906, 2.580)  0.546
H (-4.318, 4.295, 2.051)  0.354
H (-3.276, 2.873, -2.099)  0.456

Computed properties:
* total charge: 0
* E: -2743.07517 Ha
* strongest force on any atom: 0.0083 hartree/bohr

---

Entry 3:
The following is a quantum chemistry calculation of a cluster of 3 separate species, C35H56BrN2O3P in total at a distorted geometry, from OMol25.

Each line ends with the Mulliken charge.
Geometry (Å):
C (-2.875, -5.395, 1.371)  -1.168
C (-3.801, -4.239, 1.720)  -0.454
C (-3.612, -2.960, 0.880)  -0.535
C (-2.163, -2.653, 0.426)  -1.488
C (-1.803, -1.216, 0.756)  -0.038
C (-1.941, -0.232, -0.222)  -0.368
C (-1.651, 1.112, 0.014)  0.647
P (-1.835, 2.336, -1.363)  0.095
C (-3.099, 1.506, -2.401)  -0.485
O (-0.483, 2.067, -2.283)  -0.500
C (-1.203, 1.462, 1.294)  0.345
C (-1.009, 0.492, 2.295)  0.430
C (-1.320, -0.846, 2.016)  0.335
Br (-1.100, -2.185, 3.340)  -0.165
C (-0.482, 0.953, 3.626)  -0.161
O (-0.773, 0.416, 4.661)  -0.576
C (0.416, 2.138, 3.616)  0.395
C (1.424, 2.344, 4.570)  0.697
C (1.716, 1.352, 5.674)  -0.569
C (3.102, 1.476, 6.313)  -1.238
C (4.301, 1.361, 5.341)  -0.188
C (5.182, 0.152, 5.657)  -1.291
C (2.153, 3.528, 4.483)  -0.605
C (1.918, 4.480, 3.495)  -0.899
C (0.924, 4.274, 2.557)  -1.106
C (0.191, 3.101, 2.632)  0.648
C (-0.920, 2.881, 1.676)  -0.243
O (-1.583, 3.794, 1.276)  -0.514
H (-3.187, -6.279, 1.918)  0.409
H (-2.841, -5.597, 0.303)  0.311
H (-1.858, -5.180, 1.693)  0.246
H (-4.821, -4.581, 1.538)  0.337
H (-3.764, -4.004, 2.779)  0.278
H (-4.254, -3.015, 0.004)  0.460
H (-3.974, -2.126, 1.475)  0.313
H (-2.088, -2.748, -0.652)  0.510
H (-1.432, -3.281, 0.915)  0.479
H (-2.297, -0.529, -1.196)  0.249
H (-4.063, 1.486, -1.900)  0.385
H (-2.804, 0.466, -2.575)  0.262
H (-3.168, 1.975, -3.372)  -0.218
H (-0.327, 1.127, -2.452)  0.342
H (0.991, 1.556, 6.462)  0.341
H (1.534, 0.331, 5.358)  0.330
H (3.182, 0.670, 7.039)  0.583
H (3.154, 2.396, 6.893)  0.433
H (4.907, 2.260, 5.413)  0.252
H (3.900, 1.297, 4.332)  0.399
H (4.755, -0.753, 5.233)  0.163
H (5.248, 0.014, 6.732)  0.426
H (6.184, 0.249, 5.250)  0.380
H (2.926, 3.723, 5.208)  0.359
H (2.528, 5.369, 3.491)  0.421
H (0.702, 4.990, 1.781)  0.533
C (7.143, -4.995, 2.539)  -1.432
C (5.698, -4.592, 2.792)  -0.351
N (5.440, -3.186, 2.544)  0.235
C (4.143, -2.748, 3.027)  -0.761
C (2.883, -3.331, 2.382)  -0.886
C (5.824, -2.696, 1.232)  -0.711
C (5.190, -3.359, 0.000)  -0.987
H (7.826, -4.391, 3.137)  0.328
H (7.284, -6.041, 2.814)  0.437
H (7.421, -4.897, 1.489)  0.297
H (5.469, -4.790, 3.843)  0.449
H (5.041, -5.251, 2.203)  0.258
H (4.100, -1.658, 2.951)  0.320
H (4.106, -2.966, 4.100)  0.386
H (2.690, -2.900, 1.400)  0.209
H (2.018, -3.099, 3.007)  0.266
H (2.929, -4.416, 2.280)  0.287
H (6.909, -2.781, 1.144)  0.408
H (5.628, -1.621, 1.201)  0.340
H (5.155, -4.446, 0.091)  0.246
H (5.784, -3.127, -0.887)  0.371
H (4.180, -2.999, -0.187)  0.287
C (-5.275, 4.575, -9.566)  -1.422
C (-4.280, 4.172, -8.487)  -0.297
N (-4.910, 3.776, -7.241)  0.110
C (-3.970, 3.642, -6.142)  -0.700
C (-2.900, 2.546, -6.229)  -1.013
C (-5.913, 2.731, -7.347)  -0.706
C (-5.487, 1.378, -7.936)  -0.953
H (-5.924, 5.378, -9.217)  0.331
H (-4.737, 4.930, -10.445)  0.431
H (-5.899, 3.739, -9.884)  0.297
H (-3.642, 5.034, -8.276)  0.437
H (-3.620, 3.389, -8.894)  0.242
H (-4.539, 3.510, -5.217)  0.388
H (-3.461, 4.604, -6.030)  0.334
H (-3.311, 1.556, -6.033)  0.208
H (-2.131, 2.727, -5.474)  0.386
H (-2.401, 2.527, -7.198)  0.339
H (-6.740, 3.117, -7.946)  0.379
H (-6.342, 2.571, -6.355)  0.338
H (-4.852, 1.493, -8.815)  0.244
H (-6.372, 0.818, -8.246)  0.369
H (-4.958, 0.761, -7.211)  0.276

Computed properties:
* total charge: 0
* SMILES string: CCCCc1cc(P(C)O)c2c(c1Br)C(=O)c1c(CCCC)cccc1C2=O.CCN(CC)CC.CCN(CC)CC
* E: -4617.82744 Ha
* strongest force on any atom: 0.0237 hartree/bohr